Entry from the Open Molecules 2025 dataset: the molecule C3H2ClNO (wB97M-V/def2-TZVPD).

Calculated values
2S+1: 1
HOMO level, Eh: -0.366
DFT total energy, a.u.: -705.636696
Energy relative to the best compared isomer or geometry (same formula, charge and spin), kcal/mol: 29.7
Maximum force, eV Å⁻¹: 2.8
HOMO-LUMO gap, eV: 10.74

Each line ends with the Löwdin charge.
Atoms and positions in Å:
C: -0.89696 -0.37744 -0.04470  -0.70
C: -0.15911 0.72666 -0.00907  -0.09
C: 1.15198 0.23555 0.01771  -0.11
H: -0.47868 1.70655 -0.03318  0.09
H: 2.10507 0.67054 0.00450  0.10
N: 1.12447 -1.08788 0.08570  0.06
O: -0.17434 -1.49687 -0.05369  -0.02
Cl: -2.67242 -0.37710 0.03273  0.67

Atomic forces in eV per Å
C -2.69 -0.31 0.05
C 0.97 -0.23 -0.30
C -0.90 -2.65 0.43
H -0.68 1.69 0.01
H 0.93 0.79 0.17
N 1.49 0.42 -0.90
O -0.79 0.82 0.79
Cl 1.67 -0.55 -0.24